Record 1
C7H18MgN3 as an isolated structure in a non-equilibrium geometry. Source: the Open Molecules 2025 dataset; level of theory: ωB97M-V/def2-TZVPD.

As for the total energy: -641.8535 hartree. Its charge is -1.

Each line ends with the natural charge from an NBO analysis.
Geometry (Å):
C -2.276 0.463 -1.750  -1.534
Mg -0.624 0.365 -0.590  1.631
N 1.173 0.231 0.997  -1.128
N 0.739 -1.055 -1.868  -1.101
H 0.933 -0.571 1.579  0.384
H 0.131 1.871 -0.462  -0.789
H -2.693 1.364 -1.143  0.204
H -2.457 -0.671 -1.472  0.218
H -1.676 0.881 -2.650  0.186
H 0.953 -1.994 -1.509  0.372
H 1.637 -0.587 -2.028  0.372
H 0.343 -1.202 -2.802  0.383
H 2.077 0.137 0.544  0.358
H 1.117 1.105 1.523  0.393
C -0.803 -3.396 0.482  -0.615
C -1.639 -2.375 1.122  0.055
C -2.683 -2.665 2.052  -0.365
C -3.236 -1.413 2.437  -0.348
C -2.498 -0.420 1.731  0.075
C -2.720 1.024 1.812  -0.641
N -1.549 -1.009 0.925  -0.670
H 0.054 -2.946 -0.044  0.175
H -1.365 -3.997 -0.249  0.197
H -0.405 -4.087 1.237  0.199
H -2.972 -3.640 2.392  0.184
H -4.027 -1.203 3.123  0.185
H -3.421 1.388 1.040  0.212
H -3.161 1.260 2.787  0.201
H -1.785 1.607 1.718  0.208

=====

Record 2
HN2O6S as an isolated structure in a non-equilibrium geometry. Source: the Open Molecules 2025 dataset; level of theory: ωB97M-V/def2-TZVPD.

As for the total energy: -959.6012 hartree. Its charge is -1. Its energy above the lowest of the compared OMol25 structures with the same formula, charge and spin is 25.71 kcal/mol.

Each line ends with the natural charge from an NBO analysis.
Geometry (Å):
N 1.317 0.660 -0.191  0.050
N 2.387 1.102 0.094  0.503
O -2.498 1.659 0.624  -0.950
O 2.997 0.012 -0.393  -0.466
O 2.961 2.053 0.528  -0.410
O -1.583 1.045 -1.578  -0.986
O -0.954 -0.367 0.377  -0.923
O -0.088 1.854 0.314  -0.859
S -1.333 1.140 -0.100  2.523
H -0.195 -0.726 -0.168  0.517

=====

Record 3
A 2-piece molecular cluster, C5H12N2O2 overall in a non-equilibrium geometry. Source: the Open Molecules 2025 dataset; level of theory: ωB97M-V/def2-TZVPD.

As for the total energy: -457.6059 hartree. Its energy above the lowest of the compared OMol25 structures with the same formula, charge and spin is 89.72 kcal/mol. Its structure (SMILES) is CN(C)C=O.C=CON.

Each line ends with the natural charge from an NBO analysis.
Geometry (Å):
C -2.173 -0.824 -0.239  -0.408
C -0.322 -1.399 1.336  -0.419
N -1.168 -0.400 0.713  -0.445
C 1.053 0.455 -1.621  0.142
C 2.009 -0.412 -1.257  -0.564
H 0.537 0.360 -2.570  0.187
H -3.090 -0.238 -0.126  0.208
H 0.276 -1.869 0.552  0.200
H -1.780 -0.651 -1.244  0.196
H -2.406 -1.886 -0.129  0.210
H -0.940 -2.171 1.803  0.192
H 0.348 -0.957 2.077  0.239
H 2.483 -0.389 -0.283  0.206
H 2.263 -1.239 -1.913  0.223
N 1.693 2.280 -0.200  -0.500
C -1.116 0.927 1.140  0.553
O 0.695 1.698 -1.070  -0.397
O -0.299 1.377 1.926  -0.647
H 2.535 1.723 -0.311  0.332
H 1.307 2.064 0.728  0.370
H -1.906 1.550 0.686  0.122

=====

Please write out number 3 again, unchanged.
A 2-piece molecular cluster, C5H12N2O2 overall in a non-equilibrium geometry. Source: the Open Molecules 2025 dataset; level of theory: ωB97M-V/def2-TZVPD.

As for the total energy: -457.6059 hartree. Its energy above the lowest of the compared OMol25 structures with the same formula, charge and spin is 89.72 kcal/mol. Its structure (SMILES) is CN(C)C=O.C=CON.

Each line ends with the natural charge from an NBO analysis.
Geometry (Å):
C -2.173 -0.824 -0.239  -0.408
C -0.322 -1.399 1.336  -0.419
N -1.168 -0.400 0.713  -0.445
C 1.053 0.455 -1.621  0.142
C 2.009 -0.412 -1.257  -0.564
H 0.537 0.360 -2.570  0.187
H -3.090 -0.238 -0.126  0.208
H 0.276 -1.869 0.552  0.200
H -1.780 -0.651 -1.244  0.196
H -2.406 -1.886 -0.129  0.210
H -0.940 -2.171 1.803  0.192
H 0.348 -0.957 2.077  0.239
H 2.483 -0.389 -0.283  0.206
H 2.263 -1.239 -1.913  0.223
N 1.693 2.280 -0.200  -0.500
C -1.116 0.927 1.140  0.553
O 0.695 1.698 -1.070  -0.397
O -0.299 1.377 1.926  -0.647
H 2.535 1.723 -0.311  0.332
H 1.307 2.064 0.728  0.370
H -1.906 1.550 0.686  0.122

=====

Number 3 is which compound?
C5H12N2O2